ORCA calculation (ωB97M-V/def2-TZVPD) on a molecular structure, C46H33BrN6O6PbS2.

Computed properties:
**LUMO level**: 3.81 eV
**Charge**: -2
**Energy above the lowest of the compared OMol25 structures with the same formula, charge and spin**: 0.0 kcal/mol
**Strongest force on any atom**: 0.555 eV/Å
**Kohn-Sham gap**: 4.883 eV
**DFT total energy**: -166427.1357 eV
**HOMO**: -1.08 eV

Positions of all 95 atoms, in Å:
Pb: 0.004 1.279 -0.007
C: -3.241 4.587 -1.434
C: -4.402 4.259 -0.751
C: -4.342 3.382 0.314
C: -3.106 2.860 0.691
N: -1.999 3.168 0.018
C: -2.061 3.997 -1.020
C: -2.966 1.918 1.847
C: -4.034 1.633 2.680
C: -3.847 0.685 3.673
C: -2.606 0.116 3.852
C: -1.547 0.517 3.033
N: -1.767 1.359 2.024
C: -0.131 0.077 3.289
C: 0.149 -0.451 4.532
C: 1.508 -0.853 4.779
C: 2.466 -0.625 3.878
C: 2.177 0.113 2.590
N: 0.748 0.286 2.308
H: -3.252 5.249 -2.289
H: -5.358 4.662 -1.066
H: -5.246 3.074 0.815
H: -1.124 4.162 -1.540
H: -5.001 2.088 2.534
H: -4.678 0.382 4.298
H: -2.453 -0.643 4.602
H: -0.605 -0.591 5.288
H: 1.747 -1.377 5.699
H: 3.486 -0.958 4.043
H: 2.648 1.113 2.652
N: 0.105 -2.443 0.821
C: 0.760 -3.021 1.864
C: 0.076 -3.832 2.788
C: 0.755 -4.520 3.774
C: 2.142 -4.440 3.875
C: 2.816 -3.603 2.996
C: 2.152 -2.864 2.028
C: 2.893 -1.906 1.161
C: 3.618 -2.403 0.081
C: 4.305 -1.561 -0.787
C: 4.259 -0.192 -0.582
C: 3.561 0.303 0.510
C: 2.881 -0.528 1.394
H: -0.898 -2.337 0.835
H: 0.584 -1.829 0.173
H: -1.001 -3.911 2.703
H: 0.195 -5.136 4.469
H: 2.679 -4.988 4.639
H: 3.890 -3.473 3.088
H: 3.619 -3.475 -0.086
H: 4.846 -1.973 -1.632
H: 4.744 0.489 -1.271
H: 3.528 1.375 0.681
O: 1.034 -0.499 -1.339
N: 0.840 -0.731 -2.619
C: 1.640 -1.672 -3.166
C: 1.559 -2.028 -4.481
C: 0.604 -1.391 -5.278
C: -0.208 -0.449 -4.710
C: -0.121 -0.089 -3.348
S: -1.189 1.050 -2.660
H: 2.334 -2.096 -2.458
H: 2.224 -2.788 -4.867
H: 0.503 -1.638 -6.328
H: -0.967 0.061 -5.286
Br: 5.691 6.107 1.435
C: 5.307 5.123 -0.156
C: 6.248 5.116 -1.172
C: 5.965 4.397 -2.326
C: 4.770 3.704 -2.447
C: 3.836 3.724 -1.419
C: 4.107 4.443 -0.260
C: 2.526 2.940 -1.568
O: 2.432 2.206 -2.549
O: 1.685 3.138 -0.640
H: 7.177 5.658 -1.060
H: 6.691 4.379 -3.131
H: 4.533 3.120 -3.326
H: 3.365 4.457 0.527
O: -1.606 -2.500 -2.058
C: -2.627 -2.119 -1.509
N: -2.719 -1.466 -0.319
S: -4.226 -1.126 0.074
O: -4.633 -1.760 1.309
O: -4.534 0.289 -0.028
C: -5.004 -1.918 -1.316
C: -6.335 -2.062 -1.655
C: -6.625 -2.696 -2.858
C: -5.603 -3.163 -3.685
C: -4.270 -3.009 -3.323
C: -3.990 -2.382 -2.122
H: -7.123 -1.695 -1.010
H: -7.658 -2.830 -3.157
H: -5.856 -3.648 -4.620
H: -3.453 -3.357 -3.942



ORCA calculation (ωB97M-V/def2-TZVPD) on a molecular structure, C46H34Br2IN2O3P2V at a distorted geometry.

Computed properties:
**LUMO level (alpha / beta)**: 2.05 / 2.05 eV
**Charge**: -1
**Energy above the lowest of the compared OMol25 structures with the same formula, charge and spin**: 0.0 kcal/mol
**Strongest force on any atom**: 1.781 eV/Å
**2S+1**: 2
**Kohn-Sham gap (alpha / beta)**: 5.054 / 5.271 eV
**DFT total energy**: -249833.3114 eV
**HOMO (alpha / beta)**: -3.00 / -3.22 eV

Positions of all 91 atoms, in Å:
V: 0.484 0.285 0.493
C: 0.052 3.573 0.770
P: 0.082 2.365 -0.613
C: -1.649 2.603 -1.249
C: -2.730 1.977 -0.616
C: -4.029 2.166 -1.064
C: -4.285 2.985 -2.160
C: -3.226 3.613 -2.796
C: -1.922 3.422 -2.343
C: 1.116 3.012 -1.962
C: 1.786 2.058 -2.735
C: 2.580 2.457 -3.808
C: 2.721 3.808 -4.103
C: 2.080 4.762 -3.320
C: 1.284 4.364 -2.256
C: -0.614 2.780 1.876
C: -1.229 3.160 3.039
C: -1.554 1.959 3.754
C: -1.121 0.904 2.989
C: -1.011 -0.564 3.315
P: -0.399 -1.507 1.818
C: -1.917 -2.470 1.435
C: -3.116 -1.771 1.304
C: -4.293 -2.427 0.961
C: -4.281 -3.797 0.743
C: -3.085 -4.500 0.860
C: -1.908 -3.840 1.194
C: 0.739 -2.740 2.544
C: 0.489 -3.403 3.747
C: 1.433 -4.274 4.273
C: 2.634 -4.490 3.598
C: 2.880 -3.848 2.394
C: 1.931 -2.978 1.866
N: -0.574 1.390 1.810
H: 1.079 3.826 1.037
H: -0.489 4.482 0.526
H: -2.549 1.332 0.233
H: -4.847 1.662 -0.560
H: -5.300 3.124 -2.516
H: -3.407 4.250 -3.655
H: -1.113 3.903 -2.877
H: 1.705 1.005 -2.478
H: 3.098 1.709 -4.397
H: 3.344 4.121 -4.935
H: 2.202 5.817 -3.539
H: 0.794 5.114 -1.643
H: -1.403 4.178 3.362
H: -2.018 1.889 4.728
H: -0.280 -0.715 4.110
H: -1.958 -0.973 3.660
H: -3.132 -0.696 1.469
H: -5.215 -1.866 0.859
H: -5.196 -4.314 0.477
H: -3.065 -5.567 0.674
H: -0.975 -4.391 1.247
H: -0.448 -3.244 4.270
H: 1.236 -4.782 5.210
H: 3.379 -5.155 4.020
H: 3.810 -4.013 1.864
H: 2.111 -2.480 0.920
Br: 4.017 -1.778 -2.535
C: 4.239 -0.989 -0.823
C: 5.506 -0.891 -0.255
C: 5.656 -0.291 0.973
Br: 7.413 -0.172 1.699
C: 4.562 0.241 1.692
C: 4.623 0.889 2.966
C: 3.436 1.356 3.524
C: 2.219 1.216 2.886
N: 2.101 0.593 1.653
C: 3.296 0.109 1.088
C: 3.115 -0.501 -0.171
O: 1.881 -0.560 -0.646
H: 6.365 -1.283 -0.783
H: 5.571 1.011 3.471
H: 3.445 1.856 4.486
H: 1.314 1.598 3.339
I: -4.088 -1.771 -6.976
C: -3.019 -1.651 -5.183
C: -2.417 -0.451 -4.831
C: -1.724 -0.377 -3.626
C: -1.622 -1.490 -2.802
C: -2.220 -2.680 -3.180
C: -2.931 -2.772 -4.371
C: -0.892 -1.449 -1.480
O: -0.491 -2.490 -1.016
O: -0.787 -0.255 -0.937
H: -2.490 0.416 -5.475
H: -1.263 0.553 -3.323
H: -2.122 -3.540 -2.526
H: -3.406 -3.701 -4.660



ORCA calculation (ωB97M-V/def2-TZVPD) on a molecular structure, C46H34BrOP2RuSSbSe4 at a distorted geometry.

Computed properties:
**LUMO level (alpha / beta)**: 2.17 / -0.64 eV
**Charge**: -1
**Energy above the lowest of the compared OMol25 structures with the same formula, charge and spin**: 42.1 kcal/mol
**Strongest force on any atom**: 4.070 eV/Å
**2S+1**: 6
**Kohn-Sham gap (alpha / beta)**: 4.044 / 4.311 eV
**DFT total energy**: -420260.9987 eV
**HOMO (alpha / beta)**: -1.87 / -4.95 eV

Positions of all 91 atoms, in Å:
Ru: -1.184 0.069 0.747
O: 0.282 1.995 2.979
S: 0.424 1.297 1.692
C: 1.910 0.353 1.768
C: 3.100 0.950 2.186
C: 4.248 0.196 2.278
C: 4.213 -1.191 1.950
C: 3.049 -1.785 1.534
C: 1.864 -1.026 1.383
P: 0.269 -1.777 1.118
C: 0.094 -2.920 2.535
C: -0.083 -2.333 3.789
C: -0.146 -3.110 4.933
C: -0.004 -4.489 4.843
C: 0.202 -5.078 3.605
C: 0.251 -4.305 2.455
C: 0.439 -2.963 -0.268
C: -0.660 -3.772 -0.587
C: -0.660 -4.554 -1.731
C: 0.453 -4.551 -2.565
C: 1.562 -3.793 -2.235
C: 1.554 -2.995 -1.097
C: 0.848 2.516 0.475
C: 1.326 3.758 0.878
C: 1.714 4.683 -0.072
C: 1.648 4.355 -1.426
C: 1.180 3.115 -1.820
C: 0.731 2.186 -0.877
P: 0.265 0.492 -1.338
C: -0.874 0.567 -2.777
C: -1.307 -0.684 -3.229
C: -2.257 -0.791 -4.233
C: -2.773 0.359 -4.816
C: -2.327 1.601 -4.395
C: -1.391 1.712 -3.374
C: 1.829 0.146 -2.271
C: 3.025 0.319 -1.566
C: 4.248 0.108 -2.178
C: 4.300 -0.265 -3.516
C: 3.121 -0.447 -4.220
C: 1.891 -0.258 -3.602
H: 3.100 2.001 2.455
H: 5.167 0.648 2.627
H: 5.115 -1.784 2.043
H: 3.023 -2.845 1.305
H: -0.159 -1.255 3.868
H: -0.306 -2.640 5.896
H: -0.044 -5.099 5.737
H: 0.322 -6.153 3.532
H: 0.406 -4.778 1.495
H: -1.516 -3.800 0.082
H: -1.531 -5.146 -1.974
H: 0.447 -5.145 -3.471
H: 2.440 -3.795 -2.870
H: 2.424 -2.406 -0.847
H: 1.365 3.975 1.938
H: 2.071 5.658 0.234
H: 1.977 5.072 -2.169
H: 1.162 2.851 -2.870
H: -0.897 -1.581 -2.774
H: -2.610 -1.770 -4.537
H: -3.530 0.278 -5.586
H: -2.719 2.503 -4.850
H: -1.078 2.691 -3.037
H: 3.002 0.620 -0.525
H: 5.159 0.238 -1.607
H: 5.256 -0.405 -4.006
H: 3.149 -0.736 -5.264
H: 0.986 -0.423 -4.169
Br: -2.605 -0.033 3.247
C: -2.583 1.861 3.309
C: -2.716 2.483 4.514
C: -2.794 3.887 4.543
C: -2.785 4.605 3.382
C: -2.651 3.964 2.128
C: -2.673 4.684 0.915
C: -2.613 4.022 -0.277
C: -2.437 2.625 -0.312
C: -2.284 1.874 0.836
C: -2.498 2.547 2.078
H: -2.761 1.910 5.430
H: -2.886 4.392 5.496
H: -2.893 5.684 3.401
H: -2.766 5.764 0.948
H: -2.669 4.570 -1.213
H: -2.423 2.139 -1.275
Se: -6.886 -1.213 -1.881
Sb: -4.757 -2.365 -1.505
Se: -4.169 -2.165 0.960
Se: -2.736 -0.979 -0.228
Se: -4.970 -4.718 -2.109



ORCA calculation (ωB97M-V/def2-TZVPD) on a molecular structure, C46H35AuN2O2S2 at a distorted geometry.

Computed properties:
**LUMO level (alpha / beta)**: -6.15 / -9.50 eV
**Charge**: +2
**Energy above the lowest of the compared OMol25 structures with the same formula, charge and spin**: 18.7 kcal/mol
**Strongest force on any atom**: 1.978 eV/Å
**2S+1**: 3
**Kohn-Sham gap (alpha / beta)**: 6.582 / 3.198 eV
**DFT total energy**: -80689.8237 eV
**HOMO (alpha / beta)**: -12.74 / -12.70 eV

Positions of all 88 atoms, in Å:
Au: 1.226 -1.700 2.123
C: 6.127 -2.389 -1.357
C: 6.711 -2.040 -0.144
C: 5.922 -1.783 0.958
C: 4.527 -1.842 0.839
C: 3.943 -2.192 -0.374
C: 4.748 -2.484 -1.461
N: 3.686 -1.607 1.929
N: 4.159 -1.527 3.062
C: 3.333 -1.463 4.148
C: 3.910 -1.302 5.412
C: 3.114 -1.343 6.539
C: 1.745 -1.543 6.414
C: 1.162 -1.665 5.153
C: 1.940 -1.649 4.021
H: 6.748 -2.613 -2.214
H: 7.788 -1.990 -0.058
H: 6.360 -1.547 1.917
H: 2.863 -2.270 -0.431
H: 4.295 -2.789 -2.393
H: 4.978 -1.143 5.483
H: 3.553 -1.228 7.520
H: 1.125 -1.599 7.298
H: 0.090 -1.803 5.072
C: -6.271 -3.660 2.669
C: -4.987 -3.331 1.973
C: -4.188 -4.339 1.438
C: -3.035 -4.042 0.729
C: -2.667 -2.714 0.559
C: -3.432 -1.688 1.103
C: -4.579 -2.003 1.805
S: -1.212 -2.416 -0.438
O: -0.251 -1.620 0.418
C: -1.960 -1.189 -1.563
C: -3.195 -1.606 -2.072
C: -3.861 -0.858 -3.021
C: -3.337 0.367 -3.466
C: -4.036 1.162 -4.399
C: -3.543 2.389 -4.787
C: -2.328 2.839 -4.270
C: -1.601 2.054 -3.392
C: -2.085 0.802 -2.968
C: -1.346 -0.021 -2.053
C: 0.059 0.389 -1.823
C: 0.961 0.284 -2.935
C: 0.617 -0.389 -4.130
C: 1.500 -0.455 -5.177
C: 2.758 0.162 -5.090
C: 3.130 0.797 -3.936
C: 2.258 0.849 -2.826
C: 2.665 1.420 -1.600
C: 1.826 1.426 -0.517
C: 0.522 0.941 -0.643
S: -0.503 0.975 0.838
O: 0.420 0.567 1.958
C: -0.586 2.769 1.019
C: 0.269 3.419 1.893
C: 0.134 4.786 2.071
C: -0.851 5.506 1.395
C: -1.031 6.973 1.643
C: -1.684 4.828 0.505
C: -1.571 3.460 0.328
H: -6.345 -4.725 2.877
H: -7.120 -3.377 2.043
H: -6.367 -3.113 3.607
H: -4.477 -5.374 1.563
H: -2.440 -4.837 0.295
H: -3.143 -0.653 0.965
H: -5.179 -1.203 2.222
H: -3.621 -2.541 -1.734
H: -4.804 -1.202 -3.428
H: -4.969 0.787 -4.801
H: -4.085 3.003 -5.493
H: -1.944 3.805 -4.570
H: -0.649 2.410 -3.020
H: -0.351 -0.866 -4.219
H: 1.228 -0.991 -6.076
H: 3.434 0.121 -5.933
H: 4.103 1.263 -3.851
H: 3.664 1.832 -1.526
H: 2.148 1.817 0.439
H: 1.017 2.859 2.436
H: 0.803 5.298 2.750
H: -0.101 7.432 1.973
H: -1.769 7.135 2.432
H: -1.397 7.482 0.752
H: -2.435 5.380 -0.047
H: -2.237 2.936 -0.351



ORCA calculation (ωB97M-V/def2-TZVPD) on a molecular structure, C46H35BrN6O4PYb at a distorted geometry.

Computed properties:
**LUMO level**: -0.43 eV
**Energy above the lowest of the compared OMol25 structures with the same formula, charge and spin**: 14.4 kcal/mol
**Strongest force on any atom**: 4.229 eV/Å
**2S+1**: 2
**Kohn-Sham gap**: 6.116 eV
**DFT total energy**: -176260.2857 eV
**HOMO**: -6.55 eV

Positions of all 94 atoms, in Å:
Yb: 0.908 1.436 2.745
O: 0.995 4.240 -0.830
C: 1.163 3.627 0.243
N: 0.573 2.467 0.596
C: -0.140 1.818 -0.441
C: -1.552 1.590 0.067
C: -2.693 1.924 -0.654
C: -3.919 1.484 -0.246
C: -4.012 0.703 0.944
C: -2.835 0.551 1.653
N: -1.626 0.883 1.216
C: 1.909 4.317 1.301
C: 2.305 5.673 1.188
C: 3.074 6.245 2.115
C: 3.604 5.458 3.120
C: 3.172 4.149 3.270
N: 2.343 3.638 2.310
H: 0.231 0.787 -0.734
H: -0.162 2.472 -1.361
H: -2.585 2.597 -1.539
H: -4.810 1.735 -0.825
H: -4.954 0.368 1.336
H: -2.818 0.028 2.614
H: 1.951 6.301 0.357
H: 3.448 7.269 1.987
H: 4.398 5.798 3.771
H: 3.548 3.495 4.062
Br: -0.286 4.766 4.461
C: -0.857 3.057 5.091
C: -1.725 3.031 6.236
C: -2.254 1.821 6.631
C: -1.952 0.664 5.910
C: -1.122 0.762 4.798
N: -0.475 1.911 4.587
C: -0.719 -0.484 4.105
O: -1.567 -1.353 3.885
O: 0.542 -0.622 3.725
H: -1.996 3.993 6.688
H: -2.843 1.738 7.534
H: -2.385 -0.308 6.193
C: -5.528 -1.058 -5.122
C: -4.615 -2.055 -5.568
C: -3.359 -2.209 -4.952
C: -2.989 -1.513 -3.818
C: -3.930 -0.494 -3.380
C: -5.140 -0.295 -4.059
P: -1.487 -1.658 -2.702
C: -0.155 -1.305 -3.903
C: 1.178 -1.767 -3.696
C: 2.123 -1.488 -4.707
C: 1.854 -0.611 -5.757
C: 0.556 -0.144 -5.882
C: -0.452 -0.430 -4.966
C: -1.526 -3.393 -2.529
C: -1.742 -4.526 -3.238
C: -2.207 -5.747 -2.692
C: -2.167 -5.943 -1.314
C: -1.688 -4.898 -0.499
C: -1.410 -5.002 0.891
C: -1.117 -3.838 1.579
C: -1.002 -2.540 1.001
C: -1.062 -2.492 -0.357
C: -1.347 -3.648 -1.095
H: -6.560 -0.985 -5.431
H: -4.825 -2.722 -6.399
H: -2.686 -2.974 -5.242
H: -3.517 0.111 -2.527
H: -5.793 0.528 -3.754
H: 1.392 -2.373 -2.753
H: 3.102 -2.131 -4.724
H: 2.635 -0.228 -6.461
H: 0.365 0.627 -6.600
H: -1.457 -0.030 -5.106
H: -1.491 -4.608 -4.323
H: -2.399 -6.596 -3.391
H: -2.630 -6.858 -0.922
H: -1.486 -5.989 1.395
H: -1.133 -3.884 2.643
H: -0.822 -1.718 1.661
N: 7.483 -0.032 0.110
C: 6.958 -0.888 1.018
O: 7.672 -1.777 1.554
C: 5.527 -0.557 1.340
C: 4.763 0.288 0.523
C: 3.573 0.771 1.070
N: 3.163 0.409 2.281
C: 3.877 -0.450 3.013
C: 5.029 -1.061 2.546
H: 8.541 -0.109 0.042
H: 7.098 0.865 -0.006
H: 5.132 0.639 -0.475
H: 2.911 1.496 0.517
H: 3.446 -0.827 3.993
H: 5.474 -1.911 3.064